(1)
Below is a molecular structure, C20H48AgClN4O8, with properties calculated with ωB97M-V with the def2-TZVPD basis set.

For the HOMO-LUMO gap, the calculation gives 7.798 eV. Its charge is 0.

Last column: Löwdin charge in e.
Positions of all 82 atoms, in Å:
Ag1 -10.24892 -19.29784 -11.44923  0.665
Cl1 -10.87207 -16.73026 -12.20104  0.010
C1 -12.81342 -14.68331 -14.61186  -0.141
O1 -14.01586 -13.98248 -14.59560  -0.185
C2 -14.02342 -12.83906 -15.42082  -0.203
C3 -15.37912 -12.09959 -15.14670  -0.176
O2 -16.60183 -12.85308 -15.33800  -0.168
C4 -17.12871 -12.72636 -16.66601  -0.113
H1 -12.88683 -15.38050 -13.77720  0.041
H2 -11.97399 -14.03529 -14.35981  0.071
H3 -12.70841 -15.25684 -15.53280  0.092
H4 -13.92513 -13.00513 -16.49361  0.119
H5 -13.27767 -12.11170 -15.10002  0.121
H6 -15.30123 -11.18568 -15.73561  0.115
H7 -15.31320 -11.79803 -14.10133  0.119
H8 -18.00511 -13.34393 -16.86256  0.082
H9 -16.45489 -13.17711 -17.39465  0.077
H10 -17.34466 -11.70717 -16.98649  0.084
C5 -13.91149 -22.42041 -11.36882  -0.104
O3 -14.77143 -21.29990 -11.51482  -0.200
C6 -14.38625 -20.11406 -10.79915  -0.184
C7 -15.39944 -18.96682 -11.13270  -0.162
O4 -15.19960 -17.82910 -10.27814  -0.176
C8 -13.92613 -17.19041 -10.53130  -0.124
H11 -14.31366 -23.19741 -12.01892  0.087
H12 -14.13850 -22.89974 -10.41654  0.084
H13 -12.87522 -22.13269 -11.54617  0.080
H14 -13.40826 -19.79193 -11.15674  0.074
H15 -14.20707 -20.26360 -9.73443  0.129
H16 -16.42199 -19.32656 -11.01832  0.125
H17 -15.30767 -18.59839 -12.15444  0.105
H18 -13.79392 -16.41452 -9.77724  0.082
H19 -13.91237 -16.75810 -11.53182  0.066
H20 -12.99550 -17.74049 -10.39193  0.032
C9 -9.06336 -14.17582 -15.01489  0.001
C10 -8.60467 -13.48180 -13.77164  -0.542
O5 -7.58603 -12.74467 -13.73974  -0.012
N1 -9.23426 -13.83518 -12.63400  -0.001
C11 -8.89761 -13.41245 -11.26481  -0.061
H21 -9.32946 -13.45011 -15.78343  0.092
H22 -9.87482 -14.82549 -14.68693  0.045
H23 -8.23139 -14.78413 -15.36969  0.089
H24 -9.71246 -14.72357 -12.68076  -0.020
H25 -9.66125 -12.70337 -10.94521  0.080
H26 -7.94796 -12.87751 -11.27574  0.080
H27 -8.75120 -14.22264 -10.55048  0.064
C12 -10.87678 -15.08131 -8.39153  -0.004
C13 -11.70055 -13.93361 -8.99180  -0.509
O6 -12.26724 -13.06110 -8.29082  -0.001
N2 -12.01170 -14.07408 -10.32568  0.003
C14 -13.05011 -13.25833 -11.00805  -0.048
H28 -11.29364 -16.04882 -8.67124  0.061
H29 -10.98835 -15.01336 -7.30939  0.080
H30 -9.83203 -15.03994 -8.69956  0.058
H31 -11.51540 -14.74112 -10.89913  0.004
H32 -12.81804 -13.02058 -12.04618  0.060
H33 -13.31995 -12.30014 -10.56401  0.085
H34 -13.91317 -13.90844 -11.15147  0.075
C15 -13.00848 -21.26428 -14.77594  0.016
C16 -12.31415 -20.17271 -13.94851  -0.541
O7 -11.36062 -20.50904 -13.24554  -0.066
N3 -12.81603 -18.94879 -13.93737  0.040
C17 -13.84243 -18.35047 -14.81926  -0.037
H35 -12.64337 -21.32584 -15.80114  0.090
H36 -14.08633 -21.12518 -14.69244  0.072
H37 -12.89292 -22.23829 -14.30048  0.076
H38 -12.24693 -18.28642 -13.42995  0.009
H39 -14.34900 -17.45373 -14.46242  0.079
H40 -14.51322 -19.14966 -15.13461  0.078
H41 -13.26920 -17.95433 -15.65747  0.082
C18 -6.16875 -19.46108 -13.87779  0.007
C19 -7.54893 -18.93242 -13.30946  -0.486
O8 -8.60865 -19.59847 -13.49775  -0.066
N4 -7.61144 -17.76589 -12.68218  0.003
C20 -6.44109 -16.97725 -12.30462  -0.053
H42 -5.71005 -18.69355 -14.50116  0.070
H43 -6.23400 -20.34364 -14.51412  0.076
H44 -5.47089 -19.76664 -13.09822  0.078
H45 -8.45288 -17.54378 -12.16960  0.018
H46 -5.63342 -17.00245 -13.03614  0.085
H47 -6.11877 -17.25053 -11.29986  0.088
H48 -6.78476 -15.94433 -12.24923  0.079

(2)
Below is a single C23H38O molecule, with properties calculated with ωB97M-V with the def2-TZVPD basis set.

For the HOMO-LUMO gap, the calculation gives 9.151 eV. Its energy above the lowest of the compared OMol25 structures with the same formula, charge and spin is 3.7 kcal/mol. Its charge is 0. As for the SMILES: CC(=O)CC/C=C(\C)CC/C=C(\C)CC/C=C(\C)CCC=C(C)C.

Last column: natural (NBO) charge in e.
Positions of all 62 atoms, in Å:
C1 1.04902 3.87943 -3.04925  -0.727
C2 0.36281 2.93962 -2.09149  0.618
O1 0.16645 1.77919 -2.35451  -0.553
C3 -0.07582 3.56009 -0.78598  -0.502
H1 -0.48575 4.55451 -0.97129  0.218
C4 1.11095 3.67404 0.19071  -0.422
C5 1.65223 2.32709 0.55947  -0.208
C6 2.86299 1.85373 0.28888  0.041
C7 3.26726 0.47472 0.72813  -0.414
H2 2.52006 0.06951 1.41253  0.210
H3 4.22133 0.53587 1.26055  0.204
C8 3.42204 -0.49622 -0.45598  -0.429
C9 2.09701 -0.75531 -1.10089  -0.204
C10 1.54267 -1.93930 -1.32763  0.026
C11 0.16861 -2.02906 -1.92914  -0.406
H4 -0.13411 -1.04399 -2.28197  0.220
H5 0.17901 -2.71493 -2.78161  0.199
C12 -0.86258 -2.53295 -0.90185  -0.440
C13 -0.91031 -1.66024 0.31475  -0.186
C14 -1.55545 -0.50448 0.42149  0.028
C15 -1.55395 0.25952 1.71687  -0.418
H6 -1.54544 1.33411 1.51747  0.199
H7 -0.66514 0.00953 2.30018  0.206
C16 -2.80236 -0.07577 2.55905  -0.426
C17 -2.75651 -1.49495 3.02996  -0.205
C18 -3.36235 -2.54903 2.49779  0.043
C19 -3.17342 -3.92371 3.07212  -0.632
H8 -2.50511 -3.90732 3.92913  0.211
H9 -4.13089 -4.34019 3.38523  0.208
H10 -2.75531 -4.58899 2.31700  0.209
C20 -4.27394 -2.51707 1.30868  -0.649
H11 -5.23585 -2.96296 1.56288  0.212
H12 -3.83854 -3.10445 0.50092  0.217
H13 -4.44073 -1.51034 0.94293  0.213
H14 -2.10558 -1.65498 3.88135  0.190
H15 -3.69788 0.11760 1.96834  0.200
H16 -2.82471 0.58737 3.42824  0.210
C21 -2.34208 0.11261 -0.69609  -0.678
H17 -1.67284 0.67625 -1.34644  0.250
H18 -3.09816 0.79444 -0.31029  0.204
H19 -2.83304 -0.64328 -1.30460  0.214
H20 -0.34307 -2.01635 1.16428  0.195
H21 -1.84164 -2.56357 -1.38729  0.206
H22 -0.60567 -3.55092 -0.60158  0.202
C22 2.20131 -3.24904 -0.98585  -0.664
H23 2.20240 -3.41073 0.09234  0.216
H24 1.67124 -4.07616 -1.45194  0.211
H25 3.23365 -3.27069 -1.33037  0.219
H26 1.55376 0.13557 -1.38272  0.218
H27 4.10710 -0.06080 -1.18976  0.203
H28 3.86347 -1.42388 -0.09123  0.207
C23 3.90638 2.62293 -0.47446  -0.666
H29 4.87941 2.14856 -0.37419  0.217
H30 3.99070 3.64599 -0.11204  0.218
H31 3.65293 2.65684 -1.53405  0.220
H32 0.95371 1.69658 1.09219  0.202
H33 0.74827 4.17007 1.09640  0.220
H34 1.88636 4.30153 -0.24771  0.202
H35 -0.84284 2.92657 -0.33778  0.225
H36 1.56419 3.31871 -3.82483  0.236
H37 0.29003 4.50480 -3.51811  0.238
H38 1.74636 4.52929 -2.52827  0.223

(3)
Below is a single C5H9NO4 molecule, with properties calculated with ωB97M-V with the def2-TZVPD basis set.

For the HOMO-LUMO gap, the calculation gives 9.499 eV. Its energy above the lowest of the compared OMol25 structures with the same formula, charge and spin is 103.9 kcal/mol. Its charge is 0. As for the SMILES: [NH3+][C@]([O-])(O)C(=O)[C@H]1CCO1.

Last column: natural (NBO) charge in e.
Positions of all 19 atoms, in Å:
N1 0.69641 -1.01046 2.45727  -0.836
C1 0.80658 -0.85099 0.94282  0.585
O1 0.56885 -1.88958 0.27464  -0.732
C2 0.06848 0.44502 0.53176  0.516
O2 -0.47613 1.16375 1.33605  -0.530
C3 -0.02595 0.63981 -0.96439  0.004
C4 -1.26540 0.00565 -1.63605  -0.422
C5 -1.58271 1.44880 -2.04993  -0.058
O3 -0.43490 1.95080 -1.33619  -0.508
H1 1.92384 -1.03804 2.58665  0.509
H2 -0.09342 -1.59795 2.71804  0.437
H3 0.93234 0.35130 -1.42509  0.205
H4 -1.03877 -0.69301 -2.44658  0.224
H5 -1.98207 -0.44661 -0.94212  0.216
H6 -1.50847 1.65681 -3.12680  0.173
H7 -2.51906 1.86811 -1.65601  0.178
H8 0.60936 -0.16145 3.01509  0.424
O4 2.45671 -0.53859 1.07147  -0.869
H9 2.86431 -1.30339 0.64937  0.483

(4)
Below is a single C16H16BCl3N2O molecule, with properties calculated with ωB97M-V with the def2-TZVPD basis set.

For the HOMO-LUMO gap, the calculation gives 8.135 eV. Its energy above the lowest of the compared OMol25 structures with the same formula, charge and spin is 3.9 kcal/mol. Its charge is 0.

Last column: natural (NBO) charge in e.
Positions of all 39 atoms, in Å:
Cl1 2.34862 -3.17789 2.82796  -0.243
B1 2.15503 -1.84029 1.56732  0.530
Cl2 1.72499 -0.09776 2.51228  -0.372
Cl3 3.67032 -1.34982 0.62182  -0.295
O1 1.11387 -2.11683 0.68907  -0.755
C1 0.19220 -1.05055 0.52225  0.241
C2 -1.18746 -1.52531 1.14403  -0.082
C3 -2.07709 -0.51057 1.46676  -0.194
C4 -3.25159 -0.81669 2.18537  -0.215
C5 -3.41632 -2.12724 2.67048  -0.207
C6 -2.45612 -3.11898 2.46433  -0.211
C7 -1.34685 -2.82822 1.65555  -0.184
H1 0.54636 -0.07385 0.99766  0.256
H2 -1.79153 0.51254 1.20488  0.209
H3 -3.98893 -0.00674 2.33226  0.217
H4 -4.35187 -2.32578 3.23575  0.214
H5 -2.59340 -4.08951 2.92512  0.220
H6 -0.56650 -3.59020 1.58301  0.247
C8 0.89474 4.54510 -0.12727  -0.169
C9 0.27555 4.31824 -1.38924  -0.221
C10 0.18930 3.00515 -1.87899  -0.185
C11 0.65254 1.91641 -1.11122  -0.152
C12 0.43489 0.53528 -1.59067  0.572
N1 0.11291 -0.65135 -0.98185  -0.366
C13 0.52689 -1.71050 -1.98538  -0.232
C14 0.60399 -0.96160 -3.33093  -0.236
N2 0.56945 0.42647 -2.92621  -0.546
C15 1.50719 2.22665 -0.02136  -0.155
C16 1.54646 3.49832 0.53117  -0.202
H7 0.83384 5.58211 0.30006  0.228
H8 -0.16855 5.11715 -1.96811  0.227
H9 -0.30436 2.82757 -2.87849  0.211
H10 1.54127 -2.02217 -1.70981  0.244
H11 -0.22913 -2.52585 -2.00401  0.234
H12 1.57895 -1.15859 -3.90145  0.223
H13 -0.29185 -1.20561 -3.94302  0.206
H14 0.80809 1.21377 -3.56781  0.438
H15 2.12465 1.44728 0.42172  0.267
H16 2.06948 3.70987 1.45697  0.239

(5)
Below is a single C4H7ClS molecule, with properties calculated with ωB97M-V with the def2-TZVPD basis set.

For the HOMO-LUMO gap, the calculation gives 9.906 eV. Its energy above the lowest of the compared OMol25 structures with the same formula, charge and spin is 18.2 kcal/mol. Its charge is 0. As for the SMILES: S[C@H]1CC[C@H]1Cl.

Last column: natural (NBO) charge in e.
Positions of all 13 atoms, in Å:
C1 -1.06502 -0.05747 -0.20852  -0.323
C2 -0.99062 0.36742 -1.64306  -0.428
C3 0.52905 -0.19016 -1.61113  -0.400
C4 0.11726 -0.99876 -0.36126  -0.185
H1 -1.69198 2.10539 0.48389  0.121
H2 -1.92147 -0.57571 0.12030  0.217
H3 -1.83487 -0.00894 -2.18521  0.221
H4 -0.95112 1.43470 -1.80334  0.221
H5 1.28834 0.48633 -1.22702  0.232
H6 0.91080 -0.70989 -2.41661  0.210
H7 -0.11816 -2.04042 -0.58681  0.225
S1 -0.55833 1.39405 0.82690  -0.044
Cl1 1.27693 -1.04250 1.01931  -0.067

(6)
Below is 2 unconnected molecules or ions with the total composition C4H10ClFN, with properties calculated with ωB97M-V with the def2-TZVPD basis set.

For the HOMO-LUMO gap, the calculation gives 7.720 eV. Its energy above the lowest of the compared OMol25 structures with the same formula, charge and spin is 8.0 kcal/mol. Its charge is -1.

Last column: natural (NBO) charge in e.
Positions of all 17 atoms, in Å:
C1 -0.40905 -0.18533 0.22179  0.305
H1 1.39630 -1.33058 0.37518  0.162
C2 1.10440 -0.28349 0.16706  -0.324
H2 1.34075 -0.14411 -0.90973  0.284
C3 -1.10224 -1.28043 -0.55167  -0.696
H3 -0.76411 -1.20033 -1.60225  0.296
H4 -0.75124 -2.27501 -0.24142  0.204
H5 -2.19547 -1.18084 -0.48948  0.211
C4 -0.98724 1.20120 0.09054  -0.710
H6 -2.08438 1.18541 0.16203  0.202
H7 -0.52113 1.89059 0.80630  0.227
H8 -0.67592 1.59496 -0.89036  0.305
N1 1.79461 0.70652 0.97511  -0.841
H9 2.73420 0.86693 0.63414  0.357
H10 1.84449 0.41933 1.94888  0.358
F1 0.12944 0.67768 -2.88914  -0.977
Cl1 -0.85341 -0.66250 2.19300  -0.366

no.,HOMO level (eV)
1,-9.09
2,-8.39
3,-9.09
4,-8.91
5,-9.08
6,-4.15